Below is 6 unconnected molecules or ions with the total composition C6H19O7 in a non-equilibrium geometry, with properties calculated with ωB97M-V/def2-TZVPD.

Summary:
Frontier orbital gap in eV: 8.5
E_HOMO in eV: -5.5
Strongest force on any atom in eV Å⁻¹: 9.229
Net charge: -1
Energy above the lowest of the compared OMol25 structures with the same formula, charge and spin in kcal per mole: 63.7

Each line ends with the natural charge from an NBO analysis.
Atoms and positions in Å:
1 O 1.646 0.785 -1.053  -0.867
2 C 0.775 1.252 -1.871  0.783
3 O 0.993 1.696 -2.982  -0.733
4 C -0.662 1.360 -1.430  -0.537
5 C -1.533 0.569 -2.341  -0.434
6 C -2.594 -0.317 -1.658  -0.176
7 C -2.160 -0.936 -0.509  -0.227
8 C -3.133 -1.505 0.514  -0.656
9 H -0.842 2.400 -1.591  0.220
10 H -0.754 1.202 -0.396  0.210
11 H -2.154 1.130 -3.141  0.194
12 H -0.840 0.032 -3.025  0.236
13 H -3.635 -0.100 -2.023  0.200
14 H -1.202 -1.299 -0.214  0.224
15 H -4.200 -1.503 0.071  0.207
16 H -3.153 -0.785 1.459  0.197
17 H -2.987 -2.538 1.006  0.213
18 H 1.085 1.253 4.024  0.454
19 H 0.493 -0.043 3.867  0.484
20 O 0.947 0.512 4.515  -0.955
21 H 2.473 -0.891 2.664  0.465
22 H 3.473 -0.266 1.681  0.478
23 O 3.326 -0.790 2.432  -0.943
24 H 2.333 -1.751 -0.157  0.463
25 H 1.351 -0.901 -0.873  0.510
26 O 1.361 -1.784 -0.326  -1.019
27 H 3.268 1.236 -2.178  0.472
28 H 3.425 1.526 -0.728  0.481
29 O 3.876 1.424 -1.597  -0.962
30 H -1.047 -0.576 1.814  0.482
31 H 0.450 -0.263 1.772  0.498
32 O -0.378 -0.130 2.270  -0.965

---

Below is C4H4OS3 in the gas phase in a non-equilibrium geometry, with properties calculated with ωB97M-V/def2-TZVPD.

Summary:
Frontier orbital gap in eV: 7.6
E_HOMO in eV: -8.7
Strongest force on any atom in eV Å⁻¹: 2.085
Net charge: 0
Energy above the lowest of the compared OMol25 structures with the same formula, charge and spin in kcal per mole: 19.8
Structure (SMILES): S=C1OCCSC1=S

Each line ends with the natural charge from an NBO analysis.
Atoms and positions in Å:
1 S 1.587 -1.469 1.164  0.032
2 C 0.841 -0.200 0.484  0.152
3 O 1.571 0.727 -0.057  -0.478
4 C 1.040 1.755 -0.890  -0.081
5 C 0.154 1.152 -2.033  -0.553
6 S -1.332 0.299 -1.309  0.373
7 C -0.694 -0.153 0.233  -0.441
8 S -1.724 -0.592 1.429  0.107
9 H 0.446 2.450 -0.278  0.198
10 H 1.922 2.216 -1.345  0.217
11 H -0.239 1.951 -2.647  0.242
12 H 0.770 0.414 -2.577  0.233

---

Below is C7H15N3O in the gas phase in a non-equilibrium geometry, with properties calculated with ωB97M-V/def2-TZVPD.

Summary:
Frontier orbital gap in eV: 8.3
E_HOMO in eV: -7.6
Strongest force on any atom in eV Å⁻¹: 4.359
Net charge: 0
Energy above the lowest of the compared OMol25 structures with the same formula, charge and spin in kcal per mole: 73.1
Structure (SMILES): CN(C)C(N=C=CO)N(C)C

Each line ends with the natural charge from an NBO analysis.
Atoms and positions in Å:
1 C 0.045 2.362 0.595  -0.402
2 N 0.751 1.093 0.217  -0.476
3 C 2.186 1.147 0.247  -0.424
4 C 0.089 0.278 -0.825  0.288
5 N -1.352 0.275 -0.447  -0.450
6 C -1.926 -0.131 0.559  0.309
7 C -2.722 -0.609 1.478  -0.095
8 O -3.277 0.249 2.409  -0.680
9 N 0.655 -0.985 -0.960  -0.452
10 C 0.352 -1.587 -2.232  -0.416
11 C 0.553 -1.862 0.194  -0.421
12 H 0.478 2.700 1.470  0.198
13 H 0.298 3.094 -0.202  0.169
14 H -1.001 2.104 0.700  0.208
15 H 2.622 0.081 0.024  0.220
16 H 2.608 1.872 -0.471  0.166
17 H 2.637 1.368 1.269  0.201
18 H 0.168 0.713 -1.745  0.165
19 H -2.936 -1.716 1.532  0.219
20 H -2.825 1.056 2.407  0.472
21 H 1.109 -1.175 -3.016  0.196
22 H 0.470 -2.691 -2.222  0.208
23 H -0.667 -1.489 -2.597  0.192
24 H 0.992 -2.860 0.126  0.209
25 H 1.124 -1.267 0.954  0.217
26 H -0.431 -2.020 0.536  0.181

---

Which formula does entry 3 have?
C7H15N3O